Here is 2 unconnected molecules or ions with the total composition CH3FIN from the Open Molecules 2025 dataset. Energies are from ωB97M-V/def2-TZVPD.

Geometry (Å):
1 C -0.57 -0.37 0.03
2 N 0.12 -1.23 0.63
3 I 1.22 -0.85 2.27
4 H -0.84 0.60 0.35
5 H -1.01 -0.63 -1.01
6 F 0.46 1.70 -1.30
7 H 0.63 0.78 -0.98

SMILES string: C=NI.F
Net charge: 0
Kohn-Sham gap (eV): 9.35
F_max (eV Å⁻¹): 2.94
Energy above the lowest of the compared OMol25 structures with the same formula, charge and spin (kJ/mol): 130.48

Per-atom Löwdin charges, elementary charge units: -0.2946 -0.5665 0.7475 0.0471 0.1177 -0.1290 0.0778

=====

Here is 2 unconnected molecules or ions with the total composition CH3FN2 from the Open Molecules 2025 dataset. Energies are from ωB97M-V/def2-TZVPD.

Geometry (Å):
1 C 0.13 0.03 -0.65
2 N 1.13 -0.81 1.18
3 N -0.63 1.00 -0.21
4 F 1.40 -2.16 0.97
5 H 0.10 -0.49 -1.61
6 H -1.51 1.28 -0.49
7 H -0.62 1.16 0.80

Multiplicity: 3
Net charge: 0
Kohn-Sham gap (spin up / spin down) (eV): 7.96 / 8.85
Expectation value of S²: 2.074
F_max (eV Å⁻¹): 2.97
Energy above the lowest of the compared OMol25 structures with the same formula, charge and spin (kJ/mol): 124.38

Per-atom Löwdin charges, elementary charge units: -0.0420 0.0532 0.0188 -0.2228 0.0337 0.0616 0.0974

=====

Here is a single CH3FN2O molecule from the Open Molecules 2025 dataset. Energies are from ωB97M-V/def2-TZVPD.

Geometry (Å):
1 N 1.10 -0.46 -0.11
2 C -0.28 -0.50 0.02
3 O -1.01 -1.48 -0.18
4 N -0.72 0.80 0.30
5 F -2.06 0.99 0.09
6 H 1.47 0.40 0.24
7 H 1.61 -1.29 0.00
8 H -0.11 1.54 -0.35

SMILES string: NC(=O)NF
Net charge: 0
Kohn-Sham gap (eV): 10.98
F_max (eV Å⁻¹): 3.99
Energy above the lowest of the compared OMol25 structures with the same formula, charge and spin (kJ/mol): 144.06

Per-atom Löwdin charges, elementary charge units: 0.1471 -0.5670 0.0550 0.0151 -0.0339 0.0880 0.0799 0.2157

=====

Here is a molecular structure, CH3FN2O from the Open Molecules 2025 dataset. Energies are from ωB97M-V/def2-TZVPD.

Geometry (Å):
1 C 0.70 0.71 0.44
2 N -0.46 0.54 -0.14
3 N 1.59 -0.16 0.58
4 O 1.37 2.48 0.43
5 F 2.76 0.12 1.20
6 H -0.64 -0.37 -0.60
7 H -0.65 1.37 -0.76
8 H 1.40 -1.16 0.38

Net charge: 0
Kohn-Sham gap (eV): 8.66
F_max (eV Å⁻¹): 9.01
Energy above the lowest of the compared OMol25 structures with the same formula, charge and spin (kJ/mol): 617.01

Per-atom Löwdin charges, elementary charge units: -0.3136 0.1212 0.0367 -0.3551 0.0484 0.1217 0.1477 0.1930

=====

Here is 2 unconnected molecules or ions with the total composition CH3FN2O2 from the Open Molecules 2025 dataset. Energies are from ωB97M-V/def2-TZVPD.

Geometry (Å):
1 N 2.20 0.41 -0.57
2 C 1.62 -0.24 0.21
3 O 0.98 -0.98 0.87
4 H 3.08 0.80 -0.83
5 O -1.35 -0.65 -0.49
6 N -1.92 0.22 0.43
7 F -0.98 1.24 0.58
8 H -1.17 -1.51 -0.01
9 H -2.46 0.71 -0.19

SMILES string: N=C=O.ONF
Net charge: 0
Kohn-Sham gap (eV): 11.52
F_max (eV Å⁻¹): 3.13
Energy above the lowest of the compared OMol25 structures with the same formula, charge and spin (kJ/mol): 49.55

Per-atom Löwdin charges, elementary charge units: 0.2254 -0.4233 0.1068 0.0855 -0.0687 -0.0289 -0.0915 0.1182 0.0766

=====

Here is a single CH3FN2OS molecule from the Open Molecules 2025 dataset. Energies are from ωB97M-V/def2-TZVPD.

Geometry (Å):
1 O -1.87 -0.75 -0.61
2 C -1.42 0.16 0.01
3 F -2.08 0.84 0.92
4 N -0.16 0.58 -0.22
5 N 0.89 -0.23 -0.68
6 S 1.66 -1.02 0.63
7 H 0.27 1.34 0.23
8 H 0.54 -1.06 -1.25
9 H 2.17 0.15 0.96

SMILES string: O=C(F)NNS
Net charge: 0
Kohn-Sham gap (eV): 10.07
F_max (eV Å⁻¹): 2.90
Energy above the lowest of the compared OMol25 structures with the same formula, charge and spin (kJ/mol): 37.39

Per-atom Löwdin charges, elementary charge units: 0.1332 -0.6101 0.1617 -0.0340 -0.4353 0.7412 0.1106 0.0951 -0.1624

=====

Here is 2 unconnected molecules or ions with the total composition CH3FO2 from the Open Molecules 2025 dataset. Energies are from ωB97M-V/def2-TZVPD.

Geometry (Å):
1 C 0.88 -0.27 0.25
2 O -1.80 0.43 -0.02
3 O -0.55 1.01 -0.09
4 F 2.00 0.19 -0.29
5 H 0.84 -0.33 1.35
6 H 0.37 -0.92 -0.38
7 H -1.74 -0.12 -0.82

Net charge: 0
Kohn-Sham gap (eV): 10.10
F_max (eV Å⁻¹): 3.93
Energy above the lowest of the compared OMol25 structures with the same formula, charge and spin (kJ/mol): 520.11

Per-atom Löwdin charges, elementary charge units: 0.0160 -0.1056 -0.2353 0.0436 0.1240 0.0759 0.0813

=====

Here is a single CH3FO2S molecule from the Open Molecules 2025 dataset. Energies are from ωB97M-V/def2-TZVPD.

Geometry (Å):
1 C -0.24 0.01 0.03
2 S -2.04 -0.24 0.16
3 O -2.71 1.44 0.61
4 O -2.41 -1.42 0.81
5 F -2.19 -0.45 -1.45
6 H -0.25 1.09 -0.04
7 H 0.42 -0.42 0.82
8 H -0.08 -0.51 -0.93

SMILES string: CS(=O)(=O)F
Net charge: 0
Kohn-Sham gap (eV): 10.59
F_max (eV Å⁻¹): 7.79
Energy above the lowest of the compared OMol25 structures with the same formula, charge and spin (kJ/mol): 261.80

Per-atom Löwdin charges, elementary charge units: -0.1297 0.8640 -0.4357 -0.2773 -0.2297 0.0534 0.0914 0.0636

=====

Here is a single CH3FO2S molecule from the Open Molecules 2025 dataset. Energies are from ωB97M-V/def2-TZVPD.

Geometry (Å):
1 C 0.15 0.16 0.01
2 S 1.39 1.35 0.43
3 O 2.37 1.48 -0.59
4 O 1.62 1.39 1.83
5 F 0.18 2.87 0.12
6 H 0.17 -0.71 0.85
7 H -0.86 0.51 -0.23
8 H 0.66 -0.13 -0.91

SMILES string: CS(=O)(=O)F
Net charge: 0
Kohn-Sham gap (eV): 12.49
F_max (eV Å⁻¹): 4.96
Energy above the lowest of the compared OMol25 structures with the same formula, charge and spin (kJ/mol): 95.91

Per-atom Löwdin charges, elementary charge units: -0.1409 0.7635 -0.2540 -0.2644 -0.3711 0.1410 0.0772 0.0486

=====

Here is 2 unconnected molecules or ions with the total composition CH3FO3 from the Open Molecules 2025 dataset. Energies are from ωB97M-V/def2-TZVPD.

Geometry (Å):
1 O 0.95 0.54 0.44
2 C -0.18 0.12 0.43
3 O -1.29 0.76 0.32
4 O -0.40 -1.09 1.01
5 H -1.11 1.67 0.05
6 H 0.41 -1.66 1.05
7 F 0.43 -0.33 -1.75
8 H 1.18 -0.01 -1.56

SMILES string: O=C(O)O.F
Net charge: 0
Kohn-Sham gap (eV): 11.47
F_max (eV Å⁻¹): 8.32
Energy above the lowest of the compared OMol25 structures with the same formula, charge and spin (kJ/mol): 86.63

Per-atom Löwdin charges, elementary charge units: 0.0694 -0.7169 0.1929 0.1075 0.1541 0.1531 0.0545 -0.0145

=====

> Among the records above, which one has the lowest F_max?

CH3FN2OS